1.
DFT (ωB97M-V/def2-TZVPD) results for 2 unconnected molecules or ions with the total composition C8H19NO at a distorted geometry.

Values from the calculation:
Structure (SMILES): CCN(C)C(C)=O.CCC
LUMO (eV): 0.781
Total energy (eV): -12140.4015
Orbital gap (eV): 9.8
Energy above the lowest of the compared OMol25 structures with the same formula, charge and spin (eV): 2.209
HOMO (eV): -8.97

Positions of all 29 atoms, in Å:
C 2.026 0.650 0.803
C 0.925 -0.441 0.657
N 1.573 -1.506 -0.126
C 2.586 -2.243 0.671
C 1.015 -2.156 -1.181
C -0.125 -1.579 -1.933
O 1.570 -3.173 -1.592
H 2.668 0.904 -0.085
H 2.771 0.509 1.575
H 1.495 1.635 0.852
H 0.844 -0.751 1.694
H -0.116 -0.179 0.423
H 3.570 -2.274 0.136
H 2.841 -1.678 1.573
H 2.542 -3.325 0.574
H -0.584 -2.380 -2.496
H -0.846 -0.962 -1.384
H 0.274 -0.767 -2.586
C -1.571 2.946 0.335
C -1.835 1.439 0.092
C -3.286 0.947 0.144
H -2.163 3.567 -0.320
H -0.498 3.140 0.227
H -1.835 3.127 1.392
H -1.437 1.132 -0.885
H -1.244 1.029 0.928
H -3.975 1.567 0.714
H -3.812 0.863 -0.810
H -3.372 -0.041 0.607



2.
DFT (ωB97M-V/def2-TZVPD) results for a molecular structure, C26H27BCl2F7IrN2O5S at a distorted geometry.

Values from the calculation:
LUMO (eV): -1.183
Total energy (eV): -99043.4160
Orbital gap (eV): 6.6
Energy above the lowest of the compared OMol25 structures with the same formula, charge and spin (eV): 1.550
HOMO (eV): -7.79

Positions of all 72 atoms, in Å:
Ir 1.193 -0.309 -1.441
C -2.075 4.822 1.956
C -1.204 3.786 2.682
C -2.045 3.106 3.762
C -0.014 4.486 3.353
C -0.669 2.792 1.661
C 0.135 3.228 0.611
C 0.637 2.331 -0.304
N 0.366 1.026 -0.222
C -0.376 0.567 0.802
C -0.918 1.428 1.735
C -0.453 -0.896 0.868
C -1.109 -1.624 1.843
C -1.022 -3.010 1.852
C -0.261 -3.602 0.845
C 0.365 -2.826 -0.104
N 0.259 -1.496 -0.094
C -1.695 -3.873 2.910
C -2.474 -3.037 3.925
C -0.612 -4.667 3.655
C -2.666 -4.841 2.219
H -2.457 5.548 2.675
H -2.926 4.344 1.467
H -1.510 5.365 1.199
H -2.404 3.859 4.464
H -1.461 2.378 4.330
H -2.919 2.605 3.341
H -0.378 5.192 4.102
H 0.587 5.042 2.633
H 0.637 3.763 3.847
H 0.394 4.270 0.496
H 1.265 2.629 -1.126
H -1.502 1.017 2.542
H -1.667 -1.102 2.604
H -0.136 -4.674 0.794
H 0.970 -3.250 -0.891
H -1.822 -2.352 4.470
H -2.939 -3.700 4.655
H -3.270 -2.460 3.449
H 0.103 -3.997 4.135
H -0.060 -5.326 2.984
H -1.075 -5.286 4.425
H -3.443 -4.297 1.679
H -3.147 -5.474 2.966
H -2.152 -5.492 1.511
Cl 3.591 2.868 -8.043
C 3.180 2.207 -6.489
C 4.167 1.603 -5.716
C 3.843 1.069 -4.492
Cl 5.082 0.304 -3.559
C 2.528 1.115 -3.958
O 2.364 0.552 -2.796
C 1.555 1.743 -4.769
C 0.149 1.881 -4.385
O -0.324 1.630 -3.297
C 1.893 2.266 -6.023
H 5.185 1.542 -6.074
H -0.506 2.238 -5.203
H 1.118 2.722 -6.626
F -0.374 -3.993 -4.447
C -0.950 -2.996 -3.784
F -1.270 -3.424 -2.560
F -2.059 -2.632 -4.414
S 0.224 -1.581 -3.679
O 0.324 -1.054 -4.993
O 1.416 -2.126 -3.017
O -0.430 -0.682 -2.662
F 2.306 0.717 1.841
B 3.073 -0.263 1.237
F 2.581 -1.528 1.490
F 4.408 -0.128 1.433
F 2.874 -0.043 -0.286



3.
DFT (ωB97M-V/def2-TZVPD) results for a molecular structure, C42H50AsCaN3OSSi2.

Values from the calculation:
LUMO (eV): 0.353
Total energy (eV): -156757.6968
Orbital gap (eV): 7.5
HOMO (eV): -7.15

Positions of all 101 atoms, in Å:
Ca -0.593 0.011 -1.132
C 5.218 -0.411 -3.248
C 4.728 -0.374 -1.808
N 4.108 0.896 -1.433
C 4.974 1.936 -0.871
C 5.433 2.957 -1.904
C 2.803 1.142 -1.628
S 1.841 -0.032 -2.455
N 2.393 2.370 -1.258
C 1.213 2.654 -0.754
O 0.389 1.828 -0.261
C 0.843 4.105 -0.696
C -0.404 4.470 -0.198
C -0.777 5.805 -0.156
C 0.098 6.784 -0.606
C 1.345 6.425 -1.100
C 1.717 5.091 -1.146
H 5.630 -1.396 -3.472
H 5.999 0.329 -3.425
H 4.392 -0.221 -3.932
H 5.557 -0.535 -1.116
H 4.002 -1.165 -1.636
H 5.835 1.427 -0.436
H 4.439 2.436 -0.065
H 6.039 2.491 -2.681
H 6.033 3.730 -1.422
H 4.570 3.427 -2.372
H -1.079 3.699 0.149
H -1.751 6.081 0.227
H -0.192 7.826 -0.573
H 2.029 7.187 -1.452
H 2.684 4.796 -1.528
C -5.005 -0.218 -3.612
Si -3.341 0.182 -2.831
C -2.034 -0.385 -4.075
C -3.189 2.062 -2.748
C -3.046 -0.579 -1.184
C -2.650 -1.997 -1.243
C -3.507 -3.085 -0.978
C -3.043 -4.378 -1.067
C -1.716 -4.613 -1.421
C -0.916 -3.516 -1.653
N -1.355 -2.257 -1.562
Si -4.021 -0.025 0.275
C -3.734 -1.170 1.748
C -5.889 0.103 0.045
C -3.443 1.679 0.850
H -5.079 0.197 -4.620
H -5.827 0.187 -3.018
H -5.151 -1.299 -3.681
H -2.255 0.067 -5.046
H -2.036 -1.469 -4.199
H -1.003 -0.093 -3.837
H -3.270 2.484 -3.753
H -2.231 2.400 -2.336
H -3.976 2.513 -2.140
H -4.543 -2.883 -0.736
H -3.713 -5.209 -0.877
H -1.314 -5.613 -1.501
H 0.130 -3.634 -1.914
H -4.105 -2.183 1.577
H -4.246 -0.772 2.629
H -2.672 -1.235 1.998
H -6.320 -0.840 -0.301
H -6.149 0.870 -0.690
H -6.377 0.370 0.987
H -2.373 1.674 1.083
H -3.972 1.971 1.762
H -3.615 2.456 0.104
C -0.902 0.923 5.623
C -0.790 1.660 4.453
C -0.428 1.030 3.270
C -0.168 -0.337 3.263
C -0.280 -1.075 4.435
C -0.649 -0.442 5.614
As 0.333 -1.123 1.564
C 2.257 -1.201 1.729
C 3.146 -0.142 1.656
C 4.504 -0.390 1.808
C 4.960 -1.689 2.002
C 4.068 -2.750 2.060
C 2.704 -2.511 1.933
C 1.632 -3.526 2.013
C 1.815 -4.894 2.184
C 0.713 -5.735 2.245
C -0.574 -5.226 2.124
C -0.769 -3.864 1.940
C 0.331 -3.022 1.898
H -1.192 1.412 6.544
H -0.991 2.723 4.457
H -0.350 1.604 2.351
H -0.083 -2.140 4.429
H -0.739 -1.017 6.527
H 2.786 0.867 1.488
H 5.209 0.431 1.776
H 6.020 -1.875 2.115
H 4.439 -3.755 2.215
H 2.812 -5.308 2.271
H 0.860 -6.798 2.381
H -1.426 -5.892 2.164
H -1.771 -3.467 1.822



4.
DFT (ωB97M-V/def2-TZVPD) results for 2 unconnected molecules or ions with the total composition C7H14N3S at a distorted geometry.

Values from the calculation:
LUMO (alpha / beta) (eV): -4.811 / -4.703
Net charge: +1
Total energy (eV): -22780.1589
Orbital gap (alpha / beta) (eV): 5.4 / 5.8
Energy above the lowest of the compared OMol25 structures with the same formula, charge and spin (eV): 5.085
HOMO (alpha / beta) (eV): -10.18 / -10.51

Positions of all 25 atoms, in Å:
C 1.748 1.567 -0.866
C 1.830 2.822 0.031
C 0.230 1.615 -1.226
C -0.447 -3.841 0.636
C -1.516 3.337 -0.616
C -1.139 -2.934 -0.304
C -0.666 -0.326 0.821
N 0.673 3.414 0.131
N -0.256 2.739 -0.588
N 0.416 -0.831 1.591
S -1.574 -1.257 -0.279
H 2.367 1.403 -1.765
H 2.808 3.116 0.398
H 0.709 -3.710 0.604
H -0.632 -3.719 1.703
H -0.669 -4.853 0.394
H -1.339 4.422 -0.574
H -2.147 3.125 -1.459
H -2.123 3.058 0.304
H -1.665 -3.386 -1.144
H -0.382 0.906 -1.793
H -1.241 0.585 0.949
H 2.015 0.757 -0.169
H 0.211 -1.790 1.650
H 0.374 -0.574 2.563



5.
DFT (ωB97M-V/def2-TZVPD) results for a molecular structure, C12H8BrCoF5N2OS2Te at a distorted geometry.

Values from the calculation:
LUMO (alpha / beta) (eV): -5.674 / -7.595
Net charge: +1
2S+1: 5
Total energy (eV): -167813.4154
Orbital gap (alpha / beta) (eV): 6.6 / 4.7
Energy above the lowest of the compared OMol25 structures with the same formula, charge and spin (eV): 0.830
HOMO (alpha / beta) (eV): -12.29 / -12.29

Positions of all 33 atoms, in Å:
Co -0.009 0.603 -0.660
S -0.685 -0.062 -2.876
C -0.064 -1.420 -2.104
N 0.093 -1.268 -0.773
C 0.800 -2.272 -0.214
C 1.222 -2.364 1.123
C 1.999 -3.432 1.478
C 2.318 -4.447 0.549
C 1.901 -4.385 -0.771
C 1.157 -3.287 -1.156
S 0.579 -2.887 -2.744
H 0.959 -1.587 1.826
H 2.382 -3.492 2.487
H 2.903 -5.296 0.877
H 2.159 -5.159 -1.480
F 2.890 0.115 1.495
Te 2.250 1.732 0.750
F 2.197 0.491 -0.916
F 4.164 1.785 0.307
F 2.172 2.202 2.612
F 0.307 2.297 -1.012
O 0.531 0.825 0.973
Br -2.448 4.678 2.456
C -2.688 3.507 0.997
C -3.547 3.821 -0.042
C -3.705 2.894 -1.059
C -2.956 1.732 -1.034
N -2.077 1.469 -0.064
C -1.971 2.322 0.956
H -4.083 4.760 -0.052
H -4.385 3.085 -1.877
H -3.075 0.982 -1.805
H -1.292 2.056 1.752



6.
DFT (ωB97M-V/def2-TZVPD) results for a molecular structure, C42H32F6N3O8PV at a distorted geometry.

Values from the calculation:
LUMO (alpha / beta) (eV): 1.707 / 1.454
Net charge: -1
2S+1: 3
Total energy (eV): -116212.7171
Orbital gap (alpha / beta) (eV): 7.3 / 7.0
Energy above the lowest of the compared OMol25 structures with the same formula, charge and spin (eV): 2.052
HOMO (alpha / beta) (eV): -5.57 / -5.57

Positions of all 93 atoms, in Å:
V -0.010 -1.390 -0.916
O 1.509 0.659 1.117
C 0.787 0.388 2.299
C -0.502 -0.448 1.966
O -1.374 -0.598 2.804
O -0.532 -0.985 0.811
C 0.511 1.725 2.963
C -0.526 1.911 3.867
C -0.729 3.148 4.454
C 0.117 4.207 4.177
C 1.169 4.021 3.298
C 1.362 2.793 2.693
C 1.559 -0.539 3.238
C 1.547 -1.913 3.022
C 2.229 -2.758 3.879
C 2.949 -2.246 4.944
C 2.981 -0.879 5.153
C 2.284 -0.032 4.309
H 1.852 -0.184 0.737
H -1.182 1.089 4.099
H -1.555 3.282 5.138
H -0.048 5.174 4.635
H 1.839 4.839 3.070
H 2.172 2.655 1.995
H 0.995 -2.336 2.192
H 2.187 -3.825 3.720
H 3.477 -2.912 5.610
H 3.539 -0.465 5.981
H 2.305 1.034 4.483
O -6.738 -2.145 -2.278
C -5.984 -3.104 -2.128
O -6.161 -4.316 -2.130
C -4.484 -2.652 -1.893
C -4.005 -1.509 -2.526
C -2.708 -1.094 -2.300
N -1.888 -1.747 -1.480
C -2.325 -2.874 -0.905
C -3.615 -3.357 -1.071
C -1.193 -3.647 -0.269
O -1.358 -4.598 0.468
O -0.055 -3.213 -0.680
H -4.653 -0.953 -3.186
H -2.308 -0.223 -2.810
H -3.930 -4.266 -0.582
N 0.067 1.214 -2.663
P -0.264 1.045 -0.990
C 0.233 2.733 -0.497
C 1.320 3.384 -1.067
C 1.588 4.701 -0.733
C 0.781 5.371 0.173
C -0.282 4.713 0.771
C -0.544 3.397 0.446
C -2.068 1.442 -0.937
C -2.597 2.399 -1.800
C -3.946 2.696 -1.773
C -4.782 2.052 -0.875
C -4.263 1.116 0.001
C -2.913 0.807 -0.032
C 0.373 0.106 -3.407
C 0.710 0.230 -4.755
C 0.851 -0.907 -5.525
C 0.585 -2.134 -4.927
C 0.290 -2.177 -3.582
N 0.251 -1.088 -2.798
H 0.325 2.110 -3.057
H 1.964 2.861 -1.762
H 2.425 5.213 -1.188
H 0.988 6.402 0.426
H -0.907 5.221 1.491
H -1.358 2.876 0.928
H -1.950 2.913 -2.499
H -4.346 3.425 -2.463
H -5.837 2.283 -0.858
H -4.905 0.611 0.705
H -2.526 0.062 0.646
H 0.839 1.216 -5.176
H 1.140 -0.842 -6.562
H 0.620 -3.045 -5.499
H 0.087 -3.121 -3.093
C 2.903 -3.691 0.033
C 3.057 -2.270 -0.539
O 2.038 -1.420 -0.332
C 4.324 -1.632 0.101
F 5.427 -2.404 0.052
F 4.660 -0.466 -0.467
F 4.115 -1.378 1.397
C 3.313 -2.392 -2.064
F 2.520 -3.314 -2.627
F 3.060 -1.236 -2.701
F 4.566 -2.748 -2.405
H 3.017 -3.654 1.113
H 3.645 -4.359 -0.398
H 1.899 -4.039 -0.205



7.
DFT (ωB97M-V/def2-TZVPD) results for 4 unconnected molecules or ions with the total composition C2H12N2O4 at a distorted geometry.

Values from the calculation:
LUMO (eV): -5.424
Total energy (eV): -13430.5740
Orbital gap (eV): 4.1
Energy above the lowest of the compared OMol25 structures with the same formula, charge and spin (eV): 9.843
HOMO (eV): -9.53

Positions of all 20 atoms, in Å:
C -0.603 -1.087 1.088
N 0.206 0.089 0.986
C -0.365 1.109 0.194
N 0.657 2.123 -0.090
O -0.966 0.748 -1.019
H -0.115 -1.922 1.792
H -1.509 -0.892 1.572
H -0.708 -1.649 0.178
H 1.148 -0.142 0.672
H -1.218 1.599 0.698
H 0.225 2.851 -0.680
H -1.995 0.489 -0.751
H -3.752 -0.052 -0.449
O -3.039 0.192 0.189
H 1.806 -1.483 -0.458
H 1.968 -2.742 -1.271
O 1.238 -2.291 -0.807
H 3.584 -0.329 0.043
H 1.468 1.711 -0.572
O 2.624 -0.280 -0.205



8.
DFT (ωB97M-V/def2-TZVPD) results for a molecular structure, C10H21InN3P at a distorted geometry.

Values from the calculation:
LUMO (alpha / beta) (eV): 0.258 / 0.260
Total energy (eV): -29636.1601
Orbital gap (alpha / beta) (eV): 4.2 / 4.2
Energy above the lowest of the compared OMol25 structures with the same formula, charge and spin (eV): 2.501
HOMO (alpha / beta) (eV): -3.93 / -3.94

Positions of all 36 atoms, in Å:
C -0.388 0.169 -2.310
C -1.203 1.151 -1.627
C -0.321 2.094 -0.955
C 1.046 1.687 -1.234
C 0.996 0.494 -2.064
In 0.002 -0.062 0.315
P -0.059 -2.473 0.420
H -0.759 -0.712 -2.844
H -2.289 1.208 -1.643
H -0.631 2.950 -0.349
H 1.866 -0.045 -2.440
H 1.946 2.203 -0.905
H 1.107 -3.057 -0.065
H -1.174 -3.022 -0.207
H -0.150 -2.699 1.788
C 0.485 3.291 3.246
N 0.265 2.101 4.127
C 0.309 2.397 5.495
C 0.042 0.871 3.658
N 0.065 0.755 2.311
N -0.206 -0.265 4.405
C -0.311 -0.445 5.830
C -0.330 -1.579 3.756
H 0.630 4.198 3.865
H -0.376 3.527 2.608
H 1.396 3.225 2.639
H -0.664 2.230 5.964
H 1.099 1.830 5.994
H 0.543 3.454 5.696
H 0.266 1.639 1.867
H -1.283 -0.935 6.058
H 0.454 -1.183 6.162
H -0.224 0.428 6.436
H -1.172 -1.617 3.059
H 0.616 -1.883 3.292
H -0.542 -2.390 4.495



total energy of number 8 (C10H21InN3P)?
-29636.1601 eV



total energy of number 7 (C2H12N2O4)?
-13430.5740 eV



Number 1 is which compound?
C8H19NO